{"formula": "N6O22SSr", "method": "ωB97M-V/def2-TZVPD", "symbols": ["O", "O", "O", "O", "O", "N", "O", "O", "O", "N", "O", "N", "O", "O", "N", "O", "O", "O", "O", "N", "S", "O", "O", "N", "O", "O", "O", "Sr", "O", "O"], "positions_angstrom": [[14.517, -22.112, -2.785], [16.862, -26.110, 0.219], [13.558, -21.517, 2.205], [21.702, -24.127, -0.206], [13.200, -25.167, 3.370], [19.452, -20.814, 0.003], [13.687, -23.825, -1.484], [19.595, -23.843, -0.026], [15.822, -26.972, -1.350], [17.730, -21.382, 3.662], [14.840, -24.549, 2.191], [14.401, -21.280, 1.421], [18.905, -20.930, 3.851], [16.763, -20.654, 4.018], [14.235, -24.629, 3.248], [15.710, -28.065, 0.407], [17.416, -22.499, 3.234], [14.395, -20.125, 0.797], [15.993, -23.200, -1.316], [16.063, -27.095, -0.189], [14.879, -23.388, -2.208], [14.671, -23.883, 4.114], [19.985, -20.516, 1.091], [20.619, -24.167, -0.594], [20.068, -20.631, -1.038], [15.224, -22.051, 1.055], [18.340, -21.195, -0.074], [17.068, -23.590, 0.893], [15.006, -24.470, -3.198], [20.580, -24.671, -1.677]], "spin_multiplicity": 2, "gap_ha": [0.1946, 0.1884], "charge": -5, "e_homo_ev": [5.2, 5.2], "lumo_ev": [10.455, 10.286]}



{"formula": "NO3Tl", "method": "ωB97M-V/def2-TZVPD", "symbols": ["O", "N", "O", "Tl", "O"], "positions_angstrom": [[0.369, 0.164, 0.444], [-0.791, -0.136, 0.245], [-1.654, 0.694, 0.127], [3.169, 0.583, -0.950], [-1.093, -1.305, 0.134]], "gap_ha": 0.1684, "charge": 2, "e_homo_ev": -22.4, "lumo_ev": -17.829, "e_above_lowest_kcal_mol": 19.5}



{"formula": "O2", "method": "ωB97M-V/def2-TZVPD", "symbols": ["O", "O"], "positions_angstrom": [[0.000, 0.000, 1.070], [0.000, 0.000, -1.070]], "gap_ha": 0.2486, "e_homo_ev": -13.0, "lumo_ev": -6.209, "e_above_lowest_kcal_mol": 182.0}



{"formula": "O2", "method": "ωB97M-V/def2-TZVPD", "symbols": ["O", "O"], "positions_angstrom": [[-0.786, -0.390, -0.175], [0.786, 0.390, 0.175]], "gap_ha": 0.2725, "e_homo_ev": -12.8, "lumo_ev": -5.376, "e_above_lowest_kcal_mol": 116.3}



{"formula": "O2S2", "method": "ωB97M-V/def2-TZVPD", "symbols": ["O", "S", "S", "O"], "positions_angstrom": [[-0.660, 0.277, -1.665], [0.449, -0.358, 1.327], [-0.863, -0.854, -0.765], [1.075, 0.935, 1.104]], "gap_ha": [0.2939, 0.2942], "e_homo_ev": [-9.5, -9.5], "lumo_ev": [-1.491, -1.488], "e_above_lowest_kcal_mol": 28.7}



{"formula": "O2S3", "method": "ωB97M-V/def2-TZVPD", "symbols": ["S", "S", "O", "O", "S"], "positions_angstrom": [[1.867, -0.994, 0.096], [1.561, 1.180, -0.052], [-0.680, -0.152, 1.251], [-0.892, 0.095, -1.297], [-0.139, -0.009, -0.026]], "smiles": "O=S1(=O)SS1", "gap_ha": 0.2960, "e_homo_ev": -9.6, "lumo_ev": -1.524, "e_above_lowest_kcal_mol": 7.9}



{"formula": "O2Si", "method": "ωB97M-V/def2-TZVPD", "symbols": ["O", "Si", "O"], "positions_angstrom": [[1.432, -0.138, 0.588], [-0.006, 0.022, -0.033], [-1.426, 0.116, -0.555]], "smiles": "O=[Si]=O", "gap_ha": 0.3821, "e_homo_ev": -12.3, "lumo_ev": -1.853, "e_above_lowest_kcal_mol": 2.9}



{"formula": "O5S2", "method": "ωB97M-V/def2-TZVPD", "symbols": ["O", "O", "O", "S", "S", "O", "O"], "positions_angstrom": [[-2.242, 0.771, -0.815], [2.444, 0.466, -1.236], [1.006, 1.098, 1.108], [0.871, 0.057, 0.093], [-1.569, -0.382, -0.175], [1.104, -1.255, 0.578], [-1.896, -0.560, 1.231]], "smiles": "O=S(=O)=S(=O)([O-])[O-]", "gap_ha": [0.2203, 0.1874], "charge": -2, "e_homo_ev": [0.1, 1.0], "lumo_ev": [6.089, 6.137], "e_above_lowest_kcal_mol": 70.1}



{"formula": "S2", "method": "ωB97M-V/def2-TZVPD", "symbols": ["S", "S"], "positions_angstrom": [[0.000, 0.000, 1.762], [0.000, 0.000, -1.762]], "spin_multiplicity": 2, "gap_ha": [0.2030, 0.1533], "charge": -1, "e_homo_ev": [-4.2, -2.9], "lumo_ev": [1.355, 1.322], "e_above_lowest_kcal_mol": 109.1}



{"formula": "S2", "method": "ωB97M-V/def2-TZVPD", "symbols": ["S", "S"], "positions_angstrom": [[-0.473, -1.299, -0.246], [0.473, 1.299, 0.246]], "gap_ha": 0.1983, "e_homo_ev": -10.0, "lumo_ev": -4.574, "e_above_lowest_kcal_mol": 104.5}



{"formula": "S2", "method": "ωB97M-V/def2-TZVPD", "symbols": ["S", "S"], "positions_angstrom": [[0.000, 0.000, -1.549], [0.000, 0.000, 1.549]], "gap_ha": 0.1794, "e_homo_ev": -9.8, "lumo_ev": -4.921, "e_above_lowest_kcal_mol": 134.9}



{"formula": "S2", "method": "ωB97M-V/def2-TZVPD", "symbols": ["S", "S"], "positions_angstrom": [[0.000, 0.000, 1.763], [0.000, 0.000, -1.763]], "gap_ha": 0.1533, "e_homo_ev": -9.5, "lumo_ev": -5.290, "e_above_lowest_kcal_mol": 168.9}